Density functional theory data (ωB97M-V/def2-TZVPD) for one molecule with the formula C5H8OS.

Its spin multiplicity is 1. As for the net charge: 0. The strongest force on any atom is 0.094 Eh/bohr. The SMILES is C/C=C(\C)OC=S. The calculation puts the energy above the lowest of the compared OMol25 structures with the same formula, charge and spin at 353.9 kJ/mol. The calculation puts the HOMO-LUMO gap at 8.851 eV. For the highest occupied orbital energy, the calculation gives -8.71 eV.

Positions of all 15 atoms, in Å:
C 1.14034 0.36418 1.79183
C 0.13121 0.61280 0.67476
C -0.01563 -0.12790 -0.38777
C 1.00497 -1.24889 -0.82465
C -2.37828 0.75553 -1.15046
H 0.71502 0.39301 2.74297
H 2.13824 0.93805 1.80237
H 1.59334 -0.63537 1.44174
H -0.64843 1.39713 0.79784
H 1.13519 -0.93721 -2.10650
H 0.41552 -2.26737 -0.62408
H 1.94731 -1.12910 -0.16425
H -2.83028 0.52869 -0.11542
O -1.22655 0.10731 -1.35894
S -3.12198 1.24914 -2.51944